Here is 2 unconnected molecules or ions with the total composition C5H14S2 at a distorted geometry from OMol25. Energies are from the ωB97M-V functional and the def2-TZVPD basis.

Structure (XYZ):
```
21
Properties=species:S:1:pos:R:3:mulliken_spin:R:1
C -0.81004 2.02502 1.05924 0.225
C -0.91713 0.64292 0.59726 0.014
C 0.27601 0.98483 3.54013 0.717
S -0.11728 2.57805 2.73697 -0.068
H -0.23869 2.57571 0.30102 -0.058
H -1.85523 2.47631 0.98067 0.016
H -1.83257 0.17886 1.12619 -0.230
H -0.06080 0.07867 0.91819 0.065
H -0.48065 0.73539 4.30984 0.013
H 1.15248 1.30022 4.04350 0.053
H 0.25871 0.13594 2.91135 -0.553
H -1.00544 0.60564 -0.47097 0.131
C 0.47929 -3.08095 -1.92355 2.033
C 0.75765 -0.21923 -3.00318 0.973
S -0.22498 -1.66184 -3.06729 -0.771
H -0.17434 -3.93527 -2.08781 -0.483
H 0.16947 -2.82298 -0.89072 -0.179
H 1.63654 -2.99917 -2.03217 -0.492
H 0.67723 0.46342 -2.15573 -0.114
H 0.53454 0.41388 -3.95911 0.035
H 1.77519 -0.47541 -2.93385 -0.330
```

Values from the calculation:
Multiplicity: 2
Relative energy (zero: lowest compared OMol25 entry of this formula, charge and spin) (kJ/mol): 303.4
Maximum force (eV/Å): 3.79
HOMO energy (spin up / spin down) (eV): 1.06 / -5.04
Orbital gap (spin up / spin down) (eV): 1.9 / 7.9
LUMO (spin up / spin down) (eV): 2.98 / 2.90
Total charge: -1